Record 1
C5H16ClNNaO10 as an isolated structure in a non-equilibrium geometry, computed with the ωB97M-V functional and the def2-TZVPD basis.

Last column: Löwdin charge in e.
Cartesian coordinates (Å):
1 Na 0.587 0.706 -0.769  0.95
2 N 3.628 4.846 -4.189  -0.70
3 O 4.451 4.378 -5.016  -0.11
4 O 2.948 4.142 -3.496  -0.08
5 O 3.489 6.085 -4.204  -0.11
6 Cl 2.913 -4.327 -2.966  0.60
7 O 1.712 -4.138 -2.206  -0.41
8 O 3.580 -3.063 -3.122  -0.39
9 O 3.748 -5.263 -2.195  -0.42
10 O 2.715 -4.972 -4.213  -0.37
11 C 3.956 0.276 4.739  -0.08
12 C 3.371 1.690 4.496  -0.33
13 O 3.213 1.877 3.125  -0.09
14 H 4.744 -0.077 4.074  0.07
15 H 3.107 -0.358 4.484  0.07
16 H 4.315 0.123 5.757  0.07
17 H 4.074 2.457 4.820  0.10
18 H 2.417 1.855 4.996  0.11
19 H 4.071 2.088 2.751  0.09
20 C -5.261 0.021 -2.813  -0.09
21 C -4.551 1.341 -3.158  -0.37
22 O -3.898 1.636 -2.042  -0.08
23 H -5.826 -0.464 -3.609  0.07
24 H -5.939 0.161 -1.971  0.07
25 H -4.552 -0.759 -2.536  0.07
26 H -5.240 2.182 -3.237  0.12
27 H -3.903 1.125 -4.008  0.12
28 H -4.522 1.971 -1.394  0.10
29 C -3.237 -2.968 2.995  -0.14
30 O -2.628 -1.683 2.747  -0.14
31 H -3.724 -3.300 2.078  0.07
32 H -2.463 -3.660 3.328  0.08
33 H -4.071 -2.936 3.696  0.07
34 H -3.220 -0.994 3.057  0.06

Computed properties:
Orbital gap: 3.696 eV
Spin multiplicity: 1
HOMO: -4.40 eV
E_tot: -44336.0032 eV
Net charge: -1


Record 2
One molecule with the formula C4H7N3S in a non-equilibrium geometry, computed with the ωB97M-V functional and the def2-TZVPD basis.

Last column: Löwdin charge in e.
Cartesian coordinates (Å):
1 C 0.657 -1.130 0.690  -0.19
2 C 0.752 0.118 1.041  -0.01
3 C -0.603 -0.904 -1.381  -0.91
4 C 0.796 0.996 2.225  -0.10
5 N -0.041 -1.634 -0.368  0.01
6 N -0.752 0.353 -1.072  -0.05
7 N -0.874 1.342 -1.918  0.04
8 S -0.984 -1.519 -2.903  0.55
9 H 1.316 -1.813 1.312  0.15
10 H -0.225 1.293 2.164  0.07
11 H 1.608 1.844 2.254  0.12
12 H 0.827 0.528 3.145  0.04
13 H -0.018 -2.616 -0.406  0.11
14 H -0.828 1.148 -2.943  0.08
15 H -1.633 1.995 -1.838  0.10

Computed properties:
Orbital gap (alpha / beta): 8.319 / 6.127 eV
Energy relative to the best compared isomer or geometry (same formula, charge and spin): 560.0 kJ/mol
Spin multiplicity: 1
HOMO (alpha / beta): -8.11 / -7.41 eV
E_tot: -19561.9736 eV


Record 3
C29H23BrHfI3N2O2P as an isolated structure, computed with the ωB97M-V functional and the def2-TZVPD basis.

Last column: Löwdin charge in e.
Cartesian coordinates (Å):
1 Hf -0.040 0.167 -0.587  1.14
2 C -0.019 5.680 3.862  -0.04
3 C -0.936 5.859 2.834  -0.05
4 C -1.125 4.861 1.892  -0.08
5 C -0.387 3.680 1.991  -0.37
6 C 0.536 3.501 3.020  -0.08
7 C 0.714 4.505 3.958  -0.06
8 P -0.697 2.357 0.836  1.04
9 C -1.104 3.025 -0.802  -0.42
10 C -0.217 3.970 -1.350  -0.12
11 C -0.419 4.455 -2.624  -0.08
12 C -1.486 3.980 -3.392  -0.06
13 C -2.356 3.044 -2.868  -0.07
14 C -2.181 2.573 -1.565  -0.12
15 C -2.055 1.277 1.267  -0.42
16 C -3.057 1.491 2.203  -0.05
17 C -4.002 0.492 2.397  -0.04
18 C -3.938 -0.684 1.659  -0.05
19 C -2.923 -0.885 0.731  -0.13
20 C -1.942 0.088 0.519  -0.37
21 H 0.124 6.464 4.593  0.12
22 H -1.505 6.776 2.766  0.12
23 H -1.839 5.001 1.089  0.12
24 H 1.105 2.582 3.096  0.10
25 H 1.424 4.373 4.763  0.12
26 H 0.622 4.328 -0.765  0.12
27 H 0.253 5.198 -3.031  0.12
28 H -1.637 4.361 -4.394  0.12
29 H -3.198 2.695 -3.452  0.12
30 H -2.901 1.886 -1.141  0.10
31 H -3.099 2.410 2.775  0.12
32 H -4.789 0.628 3.127  0.12
33 H -4.683 -1.452 1.819  0.12
34 H -2.899 -1.822 0.184  0.07
35 I 1.280 -2.515 -1.652  0.32
36 I -0.184 -3.996 -0.008  0.29
37 Br -1.821 -0.757 -2.709  0.82
38 C -1.298 -0.198 -4.448  -0.66
39 C -2.170 -0.566 -5.463  -0.11
40 C -1.876 -0.201 -6.767  -0.04
41 C -0.725 0.519 -7.045  -0.04
42 C 0.137 0.883 -6.023  -0.13
43 C -0.147 0.523 -4.709  -0.69
44 I 1.197 1.156 -3.266  1.27
45 H -3.065 -1.132 -5.242  0.11
46 H -2.549 -0.486 -7.564  0.13
47 H -0.494 0.800 -8.063  0.12
48 H 1.030 1.448 -6.256  0.11
49 C 5.493 2.120 0.066  0.03
50 N 4.294 1.332 0.396  -0.02
51 C 4.260 0.530 1.482  0.01
52 C 3.167 -0.209 1.832  0.05
53 C 2.070 -0.070 0.973  -0.52
54 O 0.908 -0.666 1.087  -0.25
55 N 2.094 0.732 -0.095  -0.01
56 C 3.188 1.478 -0.444  -0.52
57 O 3.210 2.204 -1.419  -0.04
58 H 6.333 1.711 0.620  0.10
59 H 5.336 3.163 0.335  0.11
60 H 5.679 2.048 -1.001  0.10
61 H 5.173 0.506 2.061  0.15
62 H 3.149 -0.852 2.696  0.13

Computed properties:
Orbital gap: 6.527 eV
Energy relative to the best compared isomer or geometry (same formula, charge and spin): 0.0 kJ/mol
Spin multiplicity: 1
HOMO: -13.65 eV
E_tot: -142450.4861 eV
Net charge: +2


Record 4
An isolated ion of composition C7H12N2O2PS and charge +1 in a non-equilibrium geometry, computed with the ωB97M-V functional and the def2-TZVPD basis.

Last column: Löwdin charge in e.
Cartesian coordinates (Å):
1 C 0.777 2.536 0.273  -0.05
2 C -0.432 3.084 0.465  0.00
3 C -0.744 0.846 0.576  -0.29
4 C -1.411 -0.456 0.675  0.00
5 C -1.213 -1.275 -0.773  -0.63
6 C -1.572 -0.468 -1.941  -0.04
7 C 2.528 -2.207 0.972  -0.09
8 N 0.570 1.146 0.260  -0.10
9 N -1.288 2.011 0.791  0.15
10 O -0.158 -1.962 -0.848  -0.03
11 O 1.832 -0.955 1.149  -0.34
12 P 1.712 -0.119 -0.212  0.54
13 S 3.338 0.462 -1.064  0.42
14 H 1.644 3.090 -0.051  0.13
15 H -0.710 4.131 0.605  0.14
16 H -0.916 -0.909 1.527  0.13
17 H -2.466 -0.440 0.910  0.13
18 H -1.982 -2.069 -0.710  0.17
19 H -2.628 -0.090 -1.979  0.12
20 H -1.431 -1.110 -2.831  0.12
21 H -0.867 0.319 -1.884  0.06
22 H 1.718 -2.977 1.112  0.12
23 H 2.991 -2.340 1.898  0.08
24 H 3.031 -2.307 0.061  0.06
25 H -2.325 2.059 1.021  0.22

Computed properties:
Orbital gap (alpha / beta): 6.477 / 6.483 eV
Energy relative to the best compared isomer or geometry (same formula, charge and spin): 412.2 kJ/mol
Spin multiplicity: 1
HOMO (alpha / beta): -12.38 / -12.39 eV
E_tot: -34643.6663 eV
Net charge: +1


Record 5
An isolated ion of composition C26H23N2O7S2 and charge -1 in a non-equilibrium geometry, computed with the ωB97M-V functional and the def2-TZVPD basis.

Last column: Löwdin charge in e.
Cartesian coordinates (Å):
1 C -3.862 -1.481 3.377  -0.03
2 N -2.758 -0.708 2.844  0.02
3 C -1.929 -1.462 2.013  -0.34
4 O -2.253 -2.618 1.825  0.08
5 C -0.584 -0.865 1.579  -0.11
6 C -0.076 -0.988 0.038  -0.28
7 C 0.861 -0.133 -0.612  -0.38
8 S 2.289 -1.114 -1.135  0.70
9 O 2.670 -2.066 -0.119  -0.30
10 O 2.188 -1.540 -2.530  -0.33
11 C 3.591 0.118 -1.055  -0.30
12 C 4.114 0.590 -2.258  -0.08
13 C 5.213 1.456 -2.247  -0.08
14 C 5.761 1.859 -1.014  -0.10
15 C 5.212 1.404 0.209  -0.08
16 C 4.101 0.535 0.185  -0.05
17 S 0.777 1.611 -1.089  0.70
18 O 1.377 1.685 -2.411  -0.35
19 O 1.307 2.467 -0.036  -0.33
20 C -0.905 2.152 -1.398  -0.26
21 C -1.343 2.326 -2.714  -0.05
22 C -2.671 2.676 -2.983  -0.08
23 C -3.581 2.879 -1.933  -0.09
24 C -3.112 2.803 -0.608  -0.08
25 C -1.760 2.527 -0.352  -0.06
26 C -0.168 -2.398 -0.561  -0.19
27 C -0.352 -2.492 -1.995  -0.04
28 C -0.279 -3.757 -2.619  -0.09
29 C -0.239 -4.927 -1.826  -0.10
30 C -0.331 -4.827 -0.413  -0.08
31 C -0.204 -3.562 0.218  -0.05
32 C -0.286 0.466 2.188  -0.37
33 O 0.889 0.899 2.285  0.07
34 N -1.311 1.172 2.798  0.01
35 C -0.870 2.475 3.260  -0.03
36 C -2.522 0.613 3.309  -0.36
37 O -3.302 1.232 4.029  0.07
38 H -4.500 -0.868 4.001  0.08
39 H -4.435 -1.937 2.570  0.09
40 H -3.462 -2.314 3.962  0.10
41 H 0.246 -1.534 1.906  0.17
42 H -1.120 -0.363 0.163  0.18
43 H 3.646 0.268 -3.186  0.11
44 H 5.633 1.786 -3.206  0.10
45 H 6.639 2.522 -0.997  0.09
46 H 5.653 1.700 1.181  0.10
47 H 3.626 0.186 1.111  0.12
48 H -0.657 2.180 -3.537  0.11
49 H -3.004 2.781 -4.019  0.10
50 H -4.637 3.112 -2.144  0.10
51 H -3.816 2.944 0.225  0.10
52 H -1.383 2.605 0.676  0.08
53 H -0.652 -1.565 -2.559  0.14
54 H -0.204 -3.791 -3.725  0.10
55 H -0.305 -5.917 -2.316  0.09
56 H -0.491 -5.701 0.232  0.09
57 H -0.229 -3.513 1.325  0.11
58 H -1.711 3.051 3.675  0.09
59 H -0.087 2.351 4.013  0.10
60 H -0.404 3.008 2.400  0.10

Computed properties:
Orbital gap: 6.318 eV
Spin multiplicity: 1
SMILES: CN1C(=O)C([C@@H](C(S(=O)(=O)c2ccccc2)=[S@](=O)([O-])c2ccccc2)c2ccccc2)C(=O)N(C)C1=O
HOMO: -3.75 eV
E_tot: -66315.9863 eV
Net charge: -1